C64H170N14O18 | ωB97M-V with the def2-TZVPD basis set

CARTESIAN COORDINATES (ANGSTROEM)
C -8.86936 4.50140 -0.52614
O -8.61471 3.30880 0.20408
C -7.87839 3.53386 1.42358
C -7.71192 2.27052 2.19994
N -6.61952 2.43627 3.17487
C -6.62524 1.67012 4.41850
C -5.95360 0.28803 4.30982
O -4.60749 0.50575 4.05615
C -3.88139 -0.72867 4.10773
H -9.00927 4.23790 -1.58451
H -7.91568 5.03227 -0.53752
H -9.60868 5.09139 -0.03565
H -8.48204 4.32539 1.99875
H -6.91544 3.97567 1.16232
H -7.52995 1.48933 1.49603
H -8.67336 2.07166 2.66957
H -5.71291 2.28560 2.75816
H -7.59982 1.56583 4.74464
H -6.02417 2.09217 5.24832
H -6.42143 -0.22377 3.43430
H -6.09993 -0.19333 5.28781
H -2.80014 -0.53355 3.92908
H -4.21982 -1.31535 3.32259
H -4.02246 -1.10554 5.10122
C -1.47649 6.80468 -0.62179
O -2.57125 5.93024 -0.80608
C -3.25650 5.43308 0.38206
C -3.66970 3.94847 0.09214
N -4.72964 3.94108 -0.89833
C -4.97942 2.61849 -1.51566
C -5.99088 2.86544 -2.53943
O -6.19505 1.69522 -3.27924
C -7.23188 1.81199 -4.21400
H -1.96748 7.76708 -0.30838
H -0.94202 6.74551 -1.59034
H -0.79160 6.54177 0.22868
H -4.19698 6.02227 0.51389
H -2.64942 5.49302 1.28385
H -4.03365 3.47913 1.05000
H -2.74176 3.45580 -0.21125
H -4.33628 4.42857 -1.66511
H -5.32108 1.85482 -0.77865
H -4.05865 2.31771 -2.02061
H -5.75487 3.66894 -3.25185
H -6.91869 3.17980 -2.02038
H -8.17857 2.11595 -3.78619
H -7.41843 0.89326 -4.74632
H -6.90905 2.61609 -4.90922
C 8.01614 -0.48296 2.36052
O 8.25166 -1.06360 1.07405
C 8.67322 -0.04980 0.15393
C 9.18428 -0.77492 -1.08126
N 8.10102 -1.40150 -1.79661
C 8.53032 -2.16638 -2.91454
C 7.42929 -2.54454 -3.81920
O 6.29330 -3.01593 -3.08599
C 5.24508 -3.31283 -3.94521
H 8.91736 0.03042 2.73934
H 7.79118 -1.32175 3.02989
H 7.15559 0.21488 2.34207
H 9.46490 0.63327 0.46550
H 7.76569 0.61726 -0.09232
H 10.03487 -1.39973 -0.71916
H 9.74265 -0.12890 -1.77504
H 7.49305 -2.00379 -1.22687
H 9.06827 -3.06267 -2.68106
H 9.20660 -1.58561 -3.55305
H 7.77054 -3.29010 -4.60815
H 7.13959 -1.62323 -4.28944
H 4.39958 -3.72523 -3.44794
H 5.57941 -4.07407 -4.75390
H 4.95722 -2.41162 -4.58267
C 4.63791 -0.13804 -0.89567
O 3.33464 -0.57775 -0.47088
C 3.17807 -0.46472 0.90614
C 1.95072 -1.20295 1.39435
N 0.68834 -0.64005 0.93315
C 0.30914 -1.10817 -0.35288
C -1.17095 -0.76064 -0.57945
O -1.74574 -1.55412 0.49493
C -3.18041 -1.51166 0.49930
H 5.39188 -0.62365 -0.21453
H 4.78934 0.94435 -0.74219
H 4.59117 -0.36047 -1.96164
H 3.16064 0.59524 1.22144
H 4.10317 -0.87639 1.37165
H 1.99244 -1.11818 2.53874
H 2.01085 -2.25290 1.18597
H 0.01156 -0.82346 1.64158
H 0.31483 -2.20488 -0.50741
H 0.97939 -0.61654 -1.00534
H -1.57203 -1.18939 -1.48710
H -1.33928 0.27164 -0.47807
H -3.54264 -2.45512 0.97906
H -3.49715 -1.38649 -0.53400
H -3.53871 -0.60061 1.07791
C 5.45348 -2.86196 3.01611
C 4.37012 -3.88605 3.42039
C 4.86038 -5.20630 2.93613
O 4.04235 -6.22936 3.38290
C 4.26395 -7.47667 2.77774
N 4.25226 -3.91229 4.83175
H 5.72065 -2.80535 1.95569
H 6.33197 -3.24567 3.54100
H 5.19996 -1.87286 3.42723
H 3.40380 -3.71955 3.01375
H 5.89672 -5.37706 3.21483
H 4.75491 -5.23517 1.81074
H 3.57599 -8.17660 3.22208
H 5.29559 -7.74756 2.89688
H 4.07260 -7.36490 1.71206
H 3.41267 -4.47146 5.05163
H 3.90978 -2.97920 5.08286
C -1.67541 4.51882 -5.91819
C -2.81563 4.00557 -5.03116
C -2.62656 2.55393 -4.85460
O -2.46601 1.86115 -6.05063
C -2.08203 0.46661 -5.97209
N -2.73202 4.59603 -3.75050
H -1.83925 5.53980 -6.15649
H -1.39238 3.83932 -6.74537
H -0.76690 4.53426 -5.25273
H -3.74762 4.27143 -5.49289
H -3.52517 2.22020 -4.35679
H -1.75393 2.27754 -4.20533
H -2.05630 0.05613 -7.01265
H -2.80954 -0.20327 -5.39972
H -1.07618 0.26353 -5.58488
H -1.82407 4.47485 -3.29227
H -2.97188 5.59081 -3.94383
C -6.90042 -2.43721 -2.56531
C -6.94947 -3.86926 -2.21554
C -5.60192 -4.50207 -2.54681
O -5.43452 -4.47801 -3.92732
C -4.05906 -4.60334 -4.41106
N -7.23660 -4.02536 -0.83390
H -7.73990 -1.89052 -2.12127
H -6.97180 -2.23188 -3.67546
H -5.94368 -1.95972 -2.23969
H -7.70807 -4.33705 -2.88243
H -5.47077 -5.49383 -2.13782
H -4.80046 -3.87613 -2.05673
H -3.58658 -5.55924 -4.11324
H -3.61516 -3.70782 -4.08520
H -4.18083 -4.54898 -5.48225
H -6.60900 -3.72337 -0.19893
H -7.66960 -4.90983 -0.53665
C 5.62687 3.34558 4.39177
C 4.23940 3.28972 3.68091
C 3.45702 4.54034 3.87790
O 2.88048 4.66170 5.18065
C 1.67578 5.43976 5.18243
N 4.47577 3.02918 2.25030
H 6.30715 2.65950 3.96318
H 5.56007 3.20700 5.46000
H 6.13456 4.29807 4.16256
H 3.61073 2.51123 4.14670
H 2.62436 4.49059 3.15239
H 4.07078 5.40521 3.54511
H 1.02785 4.97569 4.41745
H 1.86562 6.50151 5.00783
H 1.22212 5.35530 6.17904
H 4.63352 3.89335 1.70583
H 3.69079 2.52849 1.95254
C -1.49312 2.43067 3.35442
C -0.11581 2.24121 3.97434
C -0.01973 0.99646 4.87201
O -0.05918 -0.27570 4.08334
C 0.27012 -1.43644 4.75913
N 0.97494 2.11924 2.98113
H -2.30330 2.44357 4.10475
H -1.59054 1.66196 2.58652
H -1.46570 3.28623 2.68965
H 0.10448 3.02193 4.69889
H -0.80692 0.88470 5.63486
H 0.92355 1.03241 5.42469
H 1.19899 -1.22639 5.31015
H 0.37119 -2.27225 4.05666
H -0.54662 -1.76259 5.40005
H 1.09774 2.90700 2.31482
H 0.84050 1.30748 2.40076
C 0.57180 -3.42420 -6.32333
C 1.22214 -3.39469 -5.00604
C 1.38123 -1.99082 -4.53564
O 2.10444 -1.24574 -5.47029
C 2.46600 -0.04435 -4.93303
N 0.36044 -4.06446 -4.08083
H 1.02812 -2.64297 -6.95789
H -0.45344 -3.10438 -6.25709
H 0.65239 -4.43769 -6.81183
H 2.24117 -3.82640 -5.17610
H 1.93450 -1.91387 -3.60597
H 0.36549 -1.56934 -4.35090
H 1.60537 0.70293 -4.88087
H 3.26980 0.40218 -5.53145
H 2.82898 -0.13711 -3.91957
H 0.56787 -3.91439 -3.11374
H 0.21651 -5.03995 -4.27212
C -1.60473 -4.27689 2.70631
C -0.40163 -5.24502 2.45201
C -0.35866 -5.51938 0.95044
O 0.90195 -6.12499 0.67363
C 0.81211 -6.83544 -0.54809
N 0.87617 -4.73187 2.96376
H -1.26429 -3.25425 2.33531
H -1.83696 -4.18799 3.79808
H -2.51560 -4.60264 2.22831
H -0.55886 -6.17918 2.91140
H -0.51032 -4.57301 0.40197
H -1.17794 -6.11843 0.60968
H 0.27812 -6.24264 -1.25709
H 0.32139 -7.80439 -0.37603
H 1.85727 -7.00109 -0.89970
H 1.58473 -5.40996 2.75184
H 1.19380 -3.96636 2.32222
C 7.91945 4.57203 0.92585
C 6.99400 5.16155 -0.13295
C 6.57155 4.06709 -1.14222
O 7.80603 3.63694 -1.69435
C 7.70847 3.05948 -2.96777
N 5.90651 5.78066 0.55284
H 8.02469 5.33877 1.67164
H 8.92473 4.35724 0.46332
H 7.61014 3.67524 1.43644
H 7.47732 6.02026 -0.69525
H 5.89190 4.52399 -1.92753
H 5.99200 3.33491 -0.59672
H 8.13273 2.06790 -2.94559
H 8.28202 3.69400 -3.75618
H 6.71296 2.93600 -3.27943
H 5.20240 5.97373 -0.10638
H 6.22328 6.48621 1.16325
C -5.01238 -4.81501 4.56032
C -5.84117 -5.27435 3.32985
C -7.21906 -4.67267 3.24230
O -7.90628 -5.50642 2.32635
C -9.18872 -4.90219 2.03843
N -5.11275 -4.96297 2.12278
H -4.84858 -3.71276 4.42013
H -3.98240 -5.25640 4.44262
H -5.41264 -5.00473 5.50541
H -6.00209 -6.36365 3.56994
H -7.24310 -3.64280 2.86929
H -7.62936 -4.76679 4.27773
H -9.72165 -4.75072 2.99115
H -9.76310 -5.58224 1.52097
H -8.99522 -4.03606 1.45839
H -4.49037 -5.65756 1.89264
H -5.85907 -4.96528 1.41809
C 2.56291 2.47238 -2.54326
C 2.02833 3.07411 -1.23203
C 1.65312 4.57255 -1.37461
O 2.73394 5.37558 -1.87299
C 2.10815 6.54976 -2.27542
N 0.87170 2.37570 -0.71477
H 3.28484 3.09498 -3.06548
H 1.82661 2.21123 -3.26519
H 3.04030 1.50593 -2.27251
H 2.79994 2.97182 -0.49442
H 1.21095 4.94152 -0.49932
H 0.83727 4.51403 -2.11390
H 2.83541 7.05917 -2.85642
H 1.67925 7.14541 -1.42723
H 1.27571 6.24554 -3.00182
H 0.38149 1.87486 -1.43095
H 1.14457 1.67194 -0.01858

Summary:
Orbital gap (eV): 8.94
Molecular weight (g mol⁻¹): 1424.14
HOMO energy (Ha): -0.3140
ΔE to the lowest compared entry with this formula, charge and spin (eV): 2.876